Record 1
Formula: C21H38BrF8NO9Si3
Source: the OMol25 dataset
Level of theory: the ωB97M-V functional and the def2-TZVPD basis

Geometry as XYZ:
```
81
C21H38BrF8NO9Si3, DFT the ωB97M-V functional and the def2-TZVPD basis
C -0.8023 1.1893 1.9862
H -1.6055 -1.4114 1.2726
C -5.5230 -2.9737 -3.5034
O 0.6200 3.6835 0.2402
H 3.7305 3.9950 -1.7948
H 2.0365 5.0133 -0.8701
H 3.5951 2.0129 2.6958
F 2.2478 6.1592 -3.2593
H 3.4516 -2.9454 2.1886
H -5.0730 -2.3968 5.6578
C -1.6780 -3.1293 2.8159
H -2.5409 -3.9162 2.7090
F 0.1408 4.0728 -4.5749
H -5.3200 -3.5010 -2.5641
Si 0.5610 -2.7648 0.8534
H 0.7745 1.4685 -0.8435
C 0.5666 0.3419 2.4395
C -4.1186 -1.2129 -2.7923
C 3.7202 4.0475 -2.9639
F 1.1652 2.4257 -3.1862
F 4.8667 4.9579 -3.3375
C 1.7891 1.5001 -0.2195
C 0.9055 4.7707 -0.7025
H 2.6816 1.4380 -0.9969
C 1.8140 2.9148 0.6114
C -3.9445 -2.6933 5.4111
H -0.4085 -4.2592 -0.9483
H -5.5186 -3.7238 -4.3001
O -4.4684 -2.0493 -3.8006
C 4.0915 -2.0438 2.5718
N 1.2840 -3.7753 -2.4677
H -3.5793 1.3336 -2.1834
H -2.4688 0.1841 -1.3537
O 2.0798 -2.9145 -2.8125
H -1.9576 -3.0911 0.4513
H 5.3324 0.9183 0.0387
F -0.6658 5.7326 -2.5314
O -1.3365 1.1391 0.7553
C 0.0802 4.4980 -2.0951
H 1.7627 2.7773 1.7961
C 4.2398 1.0430 2.8530
H -6.9310 -1.5370 -2.6791
H -0.6659 -3.6269 3.2069
C 2.3776 4.7200 -3.6227
H -7.6791 -3.0050 -3.3285
H -1.8979 1.1541 -2.7250
H 1.1827 1.1193 3.1038
H 0.5244 -5.3413 0.2996
C 0.6018 -4.3392 -0.3182
O -3.6456 -2.1691 4.0653
H 5.2364 -2.3412 2.4557
H 4.5659 -0.5209 -0.9123
H -7.0481 -1.7449 -4.4196
O 1.7147 -4.3046 -1.2833
C 5.0328 -0.2306 0.1254
H 5.3674 1.3386 2.7150
H -3.8847 -3.8839 5.4139
C 0.9806 3.9046 -3.3302
H 3.9409 -1.8700 3.7413
H 0.4291 5.7568 -0.2269
F 2.5697 4.6771 -5.1201
F 4.0762 2.7095 -3.4906
H 3.9933 0.6359 3.9386
Si 1.7109 -0.0800 0.9375
H -2.0491 -0.8737 3.4872
O -3.1411 -0.3888 -3.2480
C -2.1974 -1.9810 3.8688
Br -1.6577 2.3837 3.3508
H -3.2937 -2.2345 6.2703
O -4.6117 -1.1846 -1.6751
H -1.5816 -2.1113 4.8741
H 1.2724 -2.9698 2.1076
H 5.9985 -0.8441 0.3717
F -0.9794 3.4772 -1.8061
O 1.1347 -1.3913 -0.0800
C -6.8741 -2.2784 -3.4789
H 2.8383 3.4367 0.3978
Si 3.8297 -0.3874 1.6246
H 0.3292 -0.5602 3.1459
C -1.3371 -2.5497 1.3116
C -2.7597 0.6203 -2.3150
```

The value obtained for the calculated total energy is -5795.93923 Eh. The value obtained for the HOMO-LUMO gap is 9.243 eV. The max |F| is 0.178 Eh/bohr.

***

Record 2
Formula: C21H38ClI2N2O3P2S
Source: the OMol25 dataset
Level of theory: the ωB97M-V functional and the def2-TZVPD basis

Geometry as XYZ:
```
70
C21H38ClI2N2O3P2S, DFT the ωB97M-V functional and the def2-TZVPD basis
H 1.1500 2.9984 -0.8056
H 2.2732 2.9742 0.5417
C -1.0685 -5.6536 -0.8454
S 2.4177 0.3974 -3.1517
C 1.4548 -5.1286 3.7533
H 2.1050 -4.3050 4.0429
H 1.4009 2.3418 2.8393
O -1.4454 -0.3633 0.4046
C -0.9309 2.0107 0.3392
H -1.7720 -1.7010 -1.1206
C 0.5048 2.6215 2.2845
C 1.2716 -3.1362 1.7189
N 0.1469 -2.0300 -0.2647
H 0.0625 8.0158 -1.6946
H -5.6660 2.3605 -0.5034
P 0.6107 -4.8552 2.1552
I 4.0637 -3.9345 1.7314
O -0.8407 -4.3564 2.7873
H -2.1319 -3.8588 -1.1974
C 2.6467 -1.8730 0.2025
H 0.6722 -5.2053 4.5109
H 2.3609 5.2573 -2.0760
C -3.5376 2.4168 -0.7292
C 0.1869 -2.1744 1.2287
H -1.5650 -3.9949 0.4480
H -0.6046 -0.3990 -1.4499
C -3.0810 1.1492 -0.4098
C 0.4244 6.9922 -1.7937
H 2.3633 -2.4700 -2.8601
C -0.0557 -3.3356 -0.9999
H -0.7506 4.1284 0.1498
H -5.1096 2.0083 -2.1438
H -0.3302 6.3151 -1.3895
H -3.7228 0.2855 -0.5389
H -1.5607 -4.8753 2.4155
C -0.9875 -1.0773 -0.6850
C -1.2751 -4.1613 -0.5885
H 2.4942 7.5003 -1.4636
H -0.7941 -2.4484 1.6066
O 2.2261 5.4680 -1.1466
H 0.4084 -1.4924 -3.0029
Cl -0.3900 -5.9411 -2.4667
H 2.7867 -1.1771 1.0372
H 0.8708 -3.9072 -0.9471
I 4.4834 -1.7370 -0.8681
C 1.4649 -1.3639 -0.6637
C -4.9260 2.6225 -1.2632
C 1.7438 6.8092 -1.0683
H -0.3672 2.3894 2.9007
H -2.0293 -6.1649 -0.8188
C 0.4442 1.8681 0.9435
N 2.3913 -3.2299 0.7384
H -2.9785 4.4807 -0.7684
H 1.6232 -2.6926 2.6613
H 1.6298 7.0155 -0.0049
H 1.3400 -0.3087 -0.4075
C -2.6643 3.4737 -0.5209
C 1.5495 2.3733 -0.0114
H -0.2033 -3.0650 -2.0396
H 0.5339 6.7741 -2.8584
H 0.5049 3.6990 2.1166
H 0.3888 -1.1757 1.6034
C -1.8087 0.9667 0.1015
H 2.1243 1.5579 -0.4610
H 0.6443 0.8255 1.1969
H -5.0865 3.6702 -1.5163
C -1.4021 3.2741 0.0010
H 2.0174 -6.0592 3.7260
P 1.7066 -1.2808 -2.5284
H -0.4067 -6.1082 -0.1135
```

The total charge is +1. The value obtained for the calculated total energy is -3294.38999 Eh. The value obtained for the HOMO-LUMO gap is 8.024 eV. The max |F| is 0.015 Eh/bohr. As for the energy relative to the best compared isomer or geometry (same formula, charge and spin): 0.00 kJ/mol.

***

Record 3
Formula: C21H38MgN4O4
Source: the OMol25 dataset
Level of theory: the ωB97M-V functional and the def2-TZVPD basis

Geometry as XYZ:
```
68
C21H38MgN4O4, DFT the ωB97M-V functional and the def2-TZVPD basis
H -2.8311 -2.5625 -1.1591
H 1.1475 3.3398 -1.1600
H 1.1095 3.9361 2.3851
C 0.4364 -1.7964 -1.9061
H -2.2259 -2.6288 -2.8253
N -1.9018 0.9839 1.6218
H 2.5546 1.5440 1.4963
H -0.3165 -2.6629 2.0469
C -2.7444 0.3850 2.1354
O 0.7900 -0.3530 1.4631
H -1.4628 3.8355 0.3452
H 1.7473 -0.7639 3.2298
H -0.5287 3.2676 2.1496
C -0.9186 -1.6841 -1.4222
H -1.3782 1.2699 -2.8931
H 3.3612 -0.0826 -2.2732
C 2.1382 -3.1989 -2.9614
H -2.6483 -0.5266 4.4982
H 6.2160 -1.8389 -3.5315
O 4.2947 -2.3959 -3.3432
H 0.9294 4.5991 0.0566
H 2.8635 -2.8082 2.3795
H 5.0541 -0.5147 -3.7861
Mg -0.1285 0.6768 0.2039
H -3.2979 3.0107 -1.6908
H 1.9821 -2.6521 0.8431
H -4.6818 -1.7329 1.5311
C -0.9757 2.2082 -2.5125
O 1.0673 0.4636 -1.3939
C 0.1900 -2.1770 2.8871
C -4.8426 -0.7168 1.9007
H -3.0553 -2.0459 3.6776
H 3.1728 -1.4336 1.3000
C 0.8721 -3.0092 -2.4941
H -5.7540 -0.6896 2.4970
C -0.8962 3.6330 -0.5649
H -1.6032 -3.7527 -1.6271
H 0.1801 -3.8362 -2.5677
C -2.8225 2.2745 -1.0262
C 1.3652 -0.6996 -1.8389
C 2.6799 -0.9179 -2.3396
H 0.1034 2.1588 -2.6131
C 3.0531 -2.1272 -2.8679
H 0.7392 2.2363 2.8025
H -1.3822 3.0402 -3.1058
N -1.3648 2.3503 -1.1040
H 2.6332 1.9207 -0.2249
N 0.9116 2.5936 0.7582
H 0.5729 -2.9507 3.5596
H -4.3191 -1.1184 4.5278
O -1.3297 -0.7346 -0.7308
N -3.7219 -0.2755 2.7236
C -1.9501 -2.7329 -1.7732
H -4.9511 -0.0441 1.0539
C -3.4138 -1.0446 3.9262
H 2.4623 -4.1362 -3.3896
H -0.5477 -1.5833 3.4324
H 5.3847 -1.1063 -2.1364
C 0.5898 3.6016 -0.2596
C 2.3533 2.3112 0.7510
H -3.1485 2.4611 -0.0052
C 2.3983 -2.0971 1.6897
H -3.1402 1.2736 -1.3198
C 0.5342 3.0442 2.1008
C 1.2945 -1.2640 2.3460
H 2.9268 3.2206 0.9785
H -1.1117 4.4535 -1.2666
C 5.2856 -1.3977 -3.1845
```

The value obtained for the calculated total energy is -1543.16688 Eh. The value obtained for the HOMO-LUMO gap is 7.704 eV. The max |F| is 0.006 Eh/bohr.

***

Record 4
Formula: C21H38N3O8S
Source: the OMol25 dataset
Level of theory: the ωB97M-V functional and the def2-TZVPD basis

Geometry as XYZ:
```
71
C21H38N3O8S, DFT the ωB97M-V functional and the def2-TZVPD basis
H -1.3350 -0.7609 -0.0412
H 1.8571 1.4392 2.1833
H 0.8414 -0.1743 -3.7095
C -4.8737 -1.9938 -3.3036
O 3.5878 0.7271 -6.3565
C -1.1950 3.4818 2.4017
C -1.2612 -2.7776 0.7045
C 2.4998 -1.5953 -3.9143
C -3.5138 3.8508 1.9971
C -2.8955 -0.8292 -3.3521
H -5.8843 -0.7668 -4.8092
C -5.1825 -0.6652 -3.9853
H 3.4288 3.2235 2.0817
O 3.4611 0.6640 3.2365
O -1.7558 -0.5719 -3.0846
H 1.3588 -2.2058 0.0721
H 1.0735 -0.8356 -1.0413
H 4.5490 -1.0791 -4.5536
C 0.7343 -1.3330 -0.1317
C 3.5986 -0.6132 -4.3085
H 0.9246 -0.6255 0.6818
N 0.7052 -1.5600 4.9920
H -5.5676 -2.2553 -2.5093
N -0.2466 -1.8840 2.8543
C 0.8020 -1.8630 3.6712
H -1.2731 -3.7305 0.1674
N 2.0705 -2.1165 3.1274
H -1.0055 -1.9518 -1.2528
H -3.6609 0.8830 -4.3963
O 5.4630 0.6677 4.2227
C 2.8887 1.1453 1.9990
H -0.3097 0.3655 3.0001
O -1.4072 4.7982 2.4960
O -3.5662 -1.8196 -2.7175
H 2.4525 -1.8162 -2.8494
H -3.0241 6.0014 2.0692
C -3.7895 -0.1958 -4.3973
C -0.4753 -3.0547 1.9793
C 1.2500 -0.8854 -4.4300
H -0.1996 -1.1682 5.2411
C 4.7817 1.0351 3.3182
H -1.0270 -3.7702 2.5965
H 2.6606 -1.3516 3.4872
H 2.6380 -2.5360 -4.4487
H 2.9137 0.3302 1.2705
O -0.0970 2.9874 2.3986
H 5.6870 1.2731 1.4168
S -1.3062 -0.5272 2.8885
H -3.4905 -0.5846 -5.3728
H 0.9072 -2.3532 5.5941
C -2.5163 2.7495 2.3419
H 2.5126 -2.9598 3.4954
H -2.4587 1.9488 1.6065
C -2.8235 5.0750 2.5988
H 0.4994 -3.5049 1.7741
C 3.0215 0.0689 -5.5389
H -4.8191 -2.8214 -4.0128
C 5.1317 1.8936 2.1231
H 3.7469 2.4949 0.5095
O 1.6840 -0.1582 -5.5884
H 5.7625 2.7209 2.4360
H -5.6081 0.0316 -3.2621
H -2.3035 -2.5893 0.9798
H -3.5772 3.9607 0.9142
H 0.4555 -1.5646 -4.7278
H -2.6984 2.3234 3.3330
H -3.0620 5.2112 3.6545
H 3.7650 0.1531 -3.5485
C 3.7679 2.3164 1.5817
C -0.7541 -1.6647 -0.2339
H -4.5183 3.6929 2.3806
```

The total charge is +1. The value obtained for the calculated total energy is -1987.13534 Eh. The value obtained for the HOMO-LUMO gap is 7.307 eV. The max |F| is 0.025 Eh/bohr.

***

Record 5
Formula: C21H38N6O27
Source: the OMol25 dataset
Level of theory: the ωB97M-V functional and the def2-TZVPD basis

Geometry as XYZ:
```
92
C21H38N6O27, DFT the ωB97M-V functional and the def2-TZVPD basis
O -2.1360 -2.9494 3.1089
H -0.2678 5.3163 -3.0731
O -0.5189 4.7660 1.4353
O -3.5341 -4.4132 2.3791
C 3.9906 -2.9276 3.8423
C -1.8530 -0.8460 -3.6985
O -0.4489 -0.8574 -1.0649
H -3.6877 1.6615 -0.0827
O -1.6527 -2.2770 -3.6308
H -2.6226 -0.9204 -5.5685
O 4.1660 2.8319 -1.9433
O 3.4658 3.1641 1.7140
O 2.3401 -2.0478 -0.7531
C -3.7896 -1.2100 0.5871
H -1.9809 -6.0733 2.5905
H 1.9994 4.7490 -2.5509
O -3.7684 -2.0251 -4.1305
C 1.9051 -3.7809 4.3843
H -3.7480 0.0757 -4.5662
O 0.9980 -4.1824 5.0160
C 0.0318 2.4444 -3.2835
H -0.0064 -1.5241 1.0891
C -3.8132 2.1169 -1.0787
O -0.2267 1.4090 -3.7816
C 3.1265 -3.0536 2.5899
C -3.0809 -0.7963 -4.5843
H 2.9815 0.3706 -2.9264
C 0.9836 -3.4522 -2.0495
C 1.2761 4.0406 -2.1976
N -0.1998 0.0063 -0.2435
H -0.7970 -4.9913 1.8046
H 1.1518 -0.2523 1.2788
C -2.8716 -2.8459 -3.5162
O 5.2694 2.0528 1.1262
H -0.9915 -0.4143 -4.1191
H -5.7770 -0.6099 0.9202
H 1.5127 3.7393 -1.1921
O -3.0601 -0.1837 1.2449
O 3.3409 0.9526 1.5606
H -1.4337 1.8770 2.6326
H 3.9260 4.4532 0.2789
C 4.0150 1.9488 1.4651
O -3.0893 -3.9051 -3.0450
C -0.7385 2.7499 2.7608
H 4.0603 -1.8875 4.2107
N -2.4173 -4.0777 2.7514
C 0.1284 -0.4837 1.1603
H 6.4043 3.6645 1.7903
C 3.5360 0.5727 -2.0808
C -0.1752 4.5007 -2.3442
C -3.5935 -0.0279 2.4895
C -1.4032 -5.1549 2.7387
N 4.3963 1.7694 -2.4847
H -1.9649 -0.4057 -2.6926
O -0.0688 1.2036 -0.4694
H 6.0106 3.6732 0.0253
H -0.5040 4.8477 -1.3491
N -1.2136 3.8038 1.7000
H 0.7258 -4.5178 -2.0729
O -3.0413 0.6966 3.2831
H 2.8952 0.8447 -1.2536
H -0.4891 -0.0013 1.8798
C -5.0511 -1.3001 1.3764
H -2.9697 2.0446 -1.7123
O 1.7731 -3.1984 3.1719
H 0.0119 -2.9081 -2.0329
H 3.1246 -2.2456 1.9067
C 4.3775 4.1211 1.2215
O 5.2817 1.5930 -3.3265
H 0.2640 2.5204 2.5136
H -5.3715 -2.2898 1.3820
H 4.4967 4.9080 1.9675
H 3.3003 -4.0547 2.1603
H 4.3003 -0.2013 -1.8906
C 5.6713 3.4336 1.0453
N -5.0366 1.4990 -1.7292
H 1.5555 -3.0661 -2.9299
H -0.9618 3.1947 3.7354
H -4.1379 3.0860 -0.8705
O -0.8473 3.3653 -2.8048
O -2.3713 3.6952 1.3769
H -0.7440 -5.0549 3.6808
O -5.9590 0.9687 -1.0570
O 3.1827 -3.6634 4.8439
H -3.3030 -2.1512 0.6921
O 1.4027 -3.7532 0.1813
H 5.0007 -3.3282 3.6596
O -4.6380 -0.8277 2.6520
O -5.0118 1.5708 -2.9161
N 1.6185 -3.0740 -0.7954
H -3.9063 -0.9659 -0.4971
O 1.2761 2.8751 -3.0159
```

The value obtained for the calculated total energy is -3182.47148 Eh. As for the SMILES: C[N+](=O)[O-].C[N+](=O)[O-].C[N+](=O)[O-].C[N+](=O)[O-].C[N+](=O)[O-].C[N+](=O)[O-].O=C1OCCO1.O=C1OCCO1.O=C1OCCO1.O=C1OCCO1.O=C1OCCO1. The value obtained for the HOMO-LUMO gap is 10.585 eV. The max |F| is 0.061 Eh/bohr.

***

Record 6
Formula: C21H38O18S3
Source: the OMol25 dataset
Level of theory: the ωB97M-V functional and the def2-TZVPD basis

Geometry as XYZ:
```
80
C21H38O18S3, DFT the ωB97M-V functional and the def2-TZVPD basis
C 1.2534 5.1005 0.5149
H -2.1811 -3.7766 1.5631
H -1.8055 -2.4390 0.5128
H 2.6482 -0.7807 -0.0008
S 0.0187 2.1692 -2.2379
O -5.0978 -3.2920 -1.4232
S -3.7525 0.2129 -2.8674
H 4.4956 2.3715 3.8346
C 2.3437 -1.6806 0.5336
C -2.8924 -0.3966 -1.3542
O 0.9976 3.7640 0.5393
O 2.1338 0.8713 1.2573
O 3.9999 0.2058 2.2846
H 3.9463 -0.6801 4.0022
C -4.3685 -3.0511 -0.5085
O -0.8954 -0.3401 -0.5590
O -2.4922 -0.9659 0.9331
O -4.9249 1.0950 -2.4402
C 0.2371 4.6870 2.4813
H -0.8392 -1.4040 -1.4254
H 3.8207 1.4435 5.1128
C 2.7900 -1.9179 1.9886
O -4.6000 -2.1216 0.3791
H -2.5353 1.9765 -4.0060
O 2.6839 1.5223 3.3571
H -1.0346 -2.0761 -2.9810
H 1.9986 -2.4812 2.4831
H 1.1572 0.0995 -1.0812
H -2.2885 1.9026 -2.2620
O 0.8394 5.6124 1.6522
H -4.2054 -3.0199 2.1616
H 1.8870 3.9555 -1.8959
H -1.8180 -0.4896 -1.5133
H 3.0704 -1.0032 2.5109
C -1.3111 -5.1449 -2.5590
H 1.3576 -0.2120 1.1695
O -0.8244 -4.1438 -0.0330
C 0.3094 0.5080 -0.5313
C 2.8535 0.8374 2.2519
H -3.1120 0.3684 -0.6094
H -0.4769 4.1164 -3.6847
H -1.5358 -6.0579 -2.0076
H 0.7778 4.4412 3.3953
O -0.5659 0.0799 1.6643
H 2.3650 2.5226 -2.7124
O -0.8114 2.8248 -1.0902
C 0.1353 3.4929 1.6123
S -0.4222 -3.9306 -1.4720
H -0.7653 5.0813 2.6482
H -2.3642 -4.8891 -2.6754
O 2.7462 -2.8889 -0.0840
H -3.1934 -1.5353 1.9520
H -3.2336 -1.2853 -0.8232
O 1.8271 5.6843 -0.4791
C -0.2317 3.0656 -3.8386
C 0.5748 0.5140 0.9496
O 4.1237 -4.6032 0.3116
H -1.1860 2.6376 -4.1455
O -3.2753 -3.7140 -0.2954
C -1.4413 -0.4503 0.6557
H -2.3040 -2.1914 -1.8175
H -0.8722 -5.3843 -3.5275
O 3.8324 -2.8790 1.7365
C -2.3326 1.3045 -3.1721
C 3.5988 -3.5118 0.5774
H 0.5554 2.8146 -4.5497
H 0.8116 1.5214 1.2918
H 5.5342 0.0785 3.7389
C 4.4597 0.1904 3.5939
H 0.1203 1.5012 -0.9385
C -1.2243 -2.2906 -1.9292
H -0.8800 3.2829 1.2759
C 3.9133 1.4704 4.0271
C 1.7104 2.8801 -1.9176
H 0.4461 2.5538 2.0703
H 1.2566 -1.6733 0.4538
H 2.2075 2.5851 -0.9935
C -3.7321 -2.3406 1.4526
C -2.6193 -3.0834 0.8451
H -1.3914 0.7792 -3.3341
```

The value obtained for the calculated total energy is -3370.88009 Eh. The value obtained for the HOMO-LUMO gap is 7.916 eV. The max |F| is 0.373 Eh/bohr. As for the energy relative to the best compared isomer or geometry (same formula, charge and spin): 2441.76 kJ/mol.

***

Which value of max |F| does entry 2 give? 0.015 Eh/bohr

***

Which value of max |F| does entry 5 give? 0.061 Eh/bohr

***

calculated total energy of number 6 (C21H38O18S3)? -3370.88009 Eh

***

What is the calculated total energy in the sixth record? -3370.88009 Eh